Record 1
C23H26Cl66O3P2 as an isolated structure. Source: OMol25; level of theory: the ωB97M-V functional and the def2-TZVPD basis.

Gap between HOMO and LUMO ... 8.6 eV
LUMO energy ... -1.03 eV
Max |F| ... 7.825 eV/Å

Atoms and positions in Å:
Cl  -0.956  -0.944  -1.058
Cl  -1.358  -0.296  -3.863
Cl  6.071  -2.488  -1.851
Cl  2.666  9.661  -8.395
Cl  -8.826  -2.370  3.868
C  -0.961  13.219  -12.699
Cl  2.203  11.691  -6.363
Cl  3.827  -6.846  8.729
O  2.945  -3.872  0.598
H  0.473  -1.389  -2.868
H  0.230  1.601  -5.239
Cl  -1.826  12.119  -13.783
C  6.150  3.270  -1.790
Cl  5.445  0.345  1.528
Cl  -10.249  -3.502  -2.366
C  -12.770  -4.954  2.028
Cl  4.831  4.439  -1.952
H  -3.189  8.981  -11.689
C  4.162  -5.268  5.798
H  -3.086  5.443  -5.463
C  3.448  -5.690  10.015
Cl  -11.110  -5.156  1.448
Cl  -12.836  -5.111  3.789
C  4.566  4.133  2.791
C  -3.190  6.430  -5.911
H  4.220  -6.254  6.254
Cl  10.243  -3.809  8.972
P  1.553  -2.635  2.582
Cl  7.675  4.098  -1.444
H  -4.275  -3.766  3.879
Cl  -4.187  -1.231  -0.598
Cl  -4.844  -2.134  -3.287
H  5.129  -0.243  3.781
Cl  2.559  -4.592  6.144
H  -13.383  -5.740  1.591
H  4.320  4.764  3.644
Cl  0.382  2.439  -7.432
Cl  4.011  2.488  3.136
Cl  -1.190  9.437  -10.536
Cl  0.220  9.611  -6.820
Cl  -11.323  -4.285  -7.788
H  10.722  -2.119  3.052
Cl  -3.036  3.259  2.374
H  -6.290  -1.244  -1.654
C  0.127  2.589  -5.687
C  10.126  -2.792  3.667
Cl  -9.392  -0.722  1.538
Cl  5.785  2.085  -0.524
Cl  -4.820  7.029  -5.568
C  -2.700  8.557  -10.813
H  1.307  -1.263  2.948
Cl  3.742  4.779  1.366
Cl  -1.159  -3.076  -3.024
C  -10.481  -3.203  -6.670
C  -3.802  2.216  1.165
H  -9.927  -2.470  -7.254
Cl  -9.151  -5.848  -1.041
Cl  11.226  -3.751  4.669
Cl  5.435  -4.255  6.498
Cl  0.181  12.323  -11.687
C  8.751  -1.941  13.043
O  -0.208  -4.817  3.782
H  4.892  -4.315  -0.954
H  -4.292  2.849  0.428
P  -0.314  -3.844  2.584
Cl  -1.973  7.498  -5.198
Cl  9.430  -0.602  13.981
C  -8.783  -2.286  2.101
Cl  -9.329  -4.109  -5.677
Cl  6.321  4.164  2.563
Cl  -2.373  6.846  -11.131
Cl  9.177  -3.838  2.602
Cl  -5.836  -5.121  2.754
Cl  -5.028  1.187  1.920
C  -0.606  -1.422  -2.722
Cl  -2.936  6.280  -7.654
Cl  -2.966  -5.515  3.002
Cl  6.985  -1.947  13.159
H  6.254  2.740  -2.735
Cl  -5.230  0.654  -2.552
Cl  -3.786  8.735  -9.428
Cl  7.814  -2.270  8.537
Cl  -2.101  14.127  -11.696
C  5.127  -0.794  2.841
H  -8.715  -5.069  -3.216
Cl  3.536  -1.549  2.640
C  2.230  -2.812  0.777
C  5.919  -4.157  -1.284
Cl  6.997  -4.447  0.090
H  9.026  -1.803  11.997
H  0.955  11.273  -8.312
Cl  4.404  -5.442  4.052
Cl  -13.420  -3.390  1.518
Cl  6.264  -5.294  -2.597
Cl  -7.389  -3.677  -1.862
O  1.931  -1.896  -0.214
H  -1.443  -2.985  2.774
Cl  -1.504  3.187  -5.346
C  -4.270  -4.316  2.939
Cl  6.383  -2.031  2.914
H  -0.455  -4.552  1.332
H  -9.428  -3.067  1.705
Cl  1.343  3.656  -4.971
Cl  10.259  -0.925  9.358
Cl  -11.640  -2.339  -5.649
H  2.481  -3.189  3.549
Cl  4.517  -5.937  11.402
C  1.445  10.643  -7.571
Cl  -7.141  -2.566  1.505
H  9.855  -2.126  7.376
C  -5.275  -1.020  -1.978
H  2.422  -5.862  10.337
Cl  -4.005  -3.162  1.620
Cl  3.573  -4.027  9.421
C  9.580  -2.264  8.421
H  -0.399  13.927  -13.306
Cl  9.415  -3.486  13.595
C  -8.857  -4.587  -2.249
Cl  -2.589  1.231  0.334
Cl  9.045  -1.821  4.673

Forces on the atoms, in the same order (eV/Å):
Cl 0.299 -0.115 -0.287
Cl -0.008 -0.003 0.035
Cl -0.038 -0.132 0.100
Cl -0.118 0.103 0.004
Cl -0.018 -0.053 -0.150
C -0.055 0.001 0.059
Cl -0.067 -0.034 -0.127
Cl -0.064 -0.078 0.223
O -2.744 3.360 1.883
H -0.218 -0.033 0.112
H -0.074 0.225 -0.075
Cl 0.090 0.093 0.058
C 0.000 0.067 0.002
Cl 0.111 -1.227 0.496
Cl 0.141 -0.127 0.112
C -0.043 0.081 0.134
Cl 0.131 -0.135 -0.124
H 0.138 -0.097 0.185
C 0.052 0.103 -0.095
H -0.016 0.263 -0.073
C 0.035 0.197 0.123
Cl -0.264 -0.033 0.049
Cl -0.021 -0.022 -0.167
C 0.013 0.160 -0.040
C 0.066 -0.043 -0.127
H -0.025 0.265 -0.150
Cl -0.066 0.160 -0.072
P -1.951 -0.946 -0.687
Cl -0.115 -0.088 -0.051
H -0.007 -0.132 -0.196
Cl -0.671 -0.113 -0.667
Cl 0.025 0.208 0.114
H -0.122 -0.120 -0.162
Cl 0.165 -0.122 -0.210
H 0.167 0.170 0.082
H 0.066 -0.161 -0.185
Cl -0.045 -0.022 0.177
Cl -0.339 0.541 0.355
Cl -0.207 -0.146 -0.065
Cl 0.097 0.121 -0.145
Cl 0.118 0.125 0.088
H -0.150 -0.147 0.132
Cl -0.081 -0.021 -0.091
H 0.196 0.098 -0.065
C 0.181 0.054 -0.068
C 0.012 -0.100 -0.045
Cl 0.002 -0.132 0.014
Cl 0.085 0.577 -0.805
Cl 0.087 -0.065 -0.005
C -0.032 0.062 0.116
H -0.690 -1.143 -0.093
Cl 0.054 -0.074 0.260
Cl 0.082 0.149 0.028
C -0.144 0.024 0.001
C 0.065 -0.069 0.018
H -0.099 -0.178 0.151
Cl 0.191 0.042 -0.249
Cl -0.088 0.122 -0.067
Cl -0.049 -0.127 -0.152
Cl 0.057 0.212 -0.149
C -0.003 -0.017 -0.033
O 0.358 2.016 -2.312
H 0.171 0.098 0.007
H 0.110 -0.151 0.156
P -0.606 -2.970 3.160
Cl -0.092 -0.148 0.019
Cl -0.038 -0.098 -0.135
C 0.040 0.065 -0.072
Cl 0.040 0.068 -0.253
Cl -0.146 0.003 0.066
Cl -0.038 0.098 -0.026
Cl 0.213 0.077 0.088
Cl 0.378 -0.227 0.234
Cl 0.040 0.104 -0.069
C 0.163 -0.128 0.136
Cl 0.094 -0.358 0.468
Cl -0.395 0.178 -0.012
Cl 0.150 0.002 -0.071
H -0.025 0.109 0.224
Cl -0.028 -0.083 0.075
Cl -0.033 0.354 -0.441
Cl 0.116 0.015 -0.031
Cl 0.124 -0.056 -0.110
C 1.153 0.395 -0.113
H -0.038 0.087 0.240
Cl 4.288 2.699 0.220
C 1.499 0.082 -7.679
C -0.173 0.026 -0.026
Cl -0.121 -0.012 -0.106
H -0.066 -0.031 0.256
H 0.102 -0.129 0.166
Cl -0.095 0.080 0.125
Cl 0.063 -0.165 0.011
Cl -0.027 0.066 0.097
Cl -0.257 -0.336 -0.114
O 0.738 -4.032 6.220
H 0.661 0.067 -0.694
Cl 0.056 -0.156 0.032
C -0.139 -0.253 0.063
Cl -0.543 0.196 -0.088
H 0.213 0.981 0.384
H 0.088 0.161 0.082
Cl -0.123 -0.132 -0.033
Cl -0.048 -0.068 -0.061
Cl 0.130 -0.041 -0.129
H -1.752 -0.411 -0.467
Cl -0.138 0.006 -0.136
C -0.059 -0.056 0.056
Cl -0.435 0.467 -0.051
H -0.062 -0.032 0.218
C 0.069 -0.092 -0.004
H 0.231 0.019 -0.102
Cl 0.057 -0.400 0.331
Cl -0.081 -0.189 0.266
C 0.032 -0.104 -0.042
H -0.125 -0.173 0.136
Cl -0.040 0.132 -0.101
C -0.087 0.120 0.076
Cl -0.010 0.687 0.256
Cl 0.345 0.042 0.180



Record 2
C23H26FeN5OPS as an isolated structure. Source: OMol25; level of theory: the ωB97M-V functional and the def2-TZVPD basis.

Gap between HOMO and LUMO (spin up / spin down) ... 8.1 / 8.4 eV
LUMO energy (spin up / spin down) ... -0.04 / -0.10 eV
Spin multiplicity ... 5
Max |F| ... 3.404 eV/Å

Atoms and positions in Å:
H  -14.758  -0.270  10.519
H  -12.449  -8.375  7.450
H  -15.093  -5.182  6.828
C  -16.758  -4.866  9.902
Fe  -11.379  -4.587  9.821
N  -8.961  -5.856  8.796
H  -11.885  -6.121  7.870
H  -13.726  -9.771  5.778
C  -13.190  -4.803  8.892
N  -6.830  -4.354  6.542
C  -7.236  -5.159  7.226
H  -12.182  -6.997  13.690
H  -18.236  -3.411  9.389
H  -13.096  -5.884  12.621
C  -14.562  -4.383  9.086
N  -12.734  -1.278  12.667
C  -9.590  -5.863  12.756
C  -13.829  -6.765  7.290
C  -13.385  -8.051  7.040
H  -13.236  -2.416  9.809
H  -12.262  -1.393  13.583
C  -7.084  -7.182  8.610
C  -15.390  -5.194  9.840
O  -9.715  -4.858  8.537
N  -6.613  -8.187  8.940
C  -14.075  -0.746  12.551
H  -8.546  -6.071  12.338
H  -15.763  -8.883  4.731
C  -14.487  -1.230  11.109
N  -13.234  -1.853  10.656
H  -16.709  -1.973  8.056
C  -15.266  -8.295  5.495
H  -14.289  -2.676  7.862
H  -14.659  -1.114  13.394
H  -16.564  -6.562  5.332
C  -10.647  -7.999  10.961
C  -12.360  -1.974  11.643
C  -14.873  -6.228  6.616
H  -11.476  -8.212  10.309
H  -17.418  -5.604  10.360
C  -12.364  -6.667  12.642
H  -14.092  0.427  12.704
C  -15.689  -7.000  5.725
C  -12.902  -5.865  8.108
H  -15.015  -6.111  10.324
H  -12.836  -7.503  12.135
C  -17.209  -3.718  9.292
H  -9.579  -4.827  13.119
C  -14.114  -8.816  6.080
P  -10.911  -6.301  11.591
C  -16.341  -2.861  8.619
H  -9.537  -6.535  13.628
H  -15.424  -1.899  11.121
C  -15.046  -3.189  8.506
C  -7.805  -6.027  8.185
S  -10.855  -2.764  11.524
H  -10.661  -8.737  11.822
H  -9.750  -7.960  10.410

Forces on the atoms, in the same order (eV/Å):
H 0.510 -1.826 0.580
H 0.240 -0.381 0.209
H -0.223 -0.306 -0.336
C 0.837 -0.814 0.139
Fe 0.760 0.024 -0.266
N 0.519 -0.850 0.569
H 0.676 -0.155 0.374
H -0.084 -0.350 -0.040
C 1.243 -0.465 -0.433
N 0.931 1.522 -1.612
C -0.896 -0.714 1.199
H 0.176 0.381 -0.741
H -0.336 -0.182 -0.111
H -0.262 0.635 0.219
C -0.009 -0.024 0.489
N 0.094 0.793 3.309
C 2.397 -0.943 0.356
C 2.258 0.868 1.031
C -1.537 -0.849 -1.926
H 0.359 0.038 0.426
H -0.446 0.208 -1.221
C 0.091 -1.283 0.197
C -1.101 -0.008 0.146
O -0.276 0.679 -0.084
N -0.151 0.893 -0.177
C -0.288 2.038 0.341
H -1.410 0.517 -0.099
H -0.130 -0.103 0.182
C -1.420 1.645 0.276
N -1.822 -0.015 -0.605
H 0.080 -0.693 0.744
C -0.038 -0.280 -0.762
H -0.964 -0.025 0.547
H -0.385 -0.265 -0.315
H -0.745 0.250 -0.702
C -0.393 -0.027 2.144
C 1.795 -0.931 -2.026
C -2.626 0.186 -1.080
H -0.325 -0.079 -0.335
H -0.096 0.520 0.061
C -0.060 -0.518 0.499
H 0.179 -2.251 -0.678
C 2.335 0.519 2.187
C -1.257 -0.192 -0.549
H -0.152 0.544 -0.423
H -0.205 -0.208 -0.025
C -0.565 0.605 0.305
H -0.368 -0.310 -0.344
C 0.948 1.073 1.406
P -0.506 0.098 -0.114
C -1.675 1.092 -0.868
H -0.576 0.184 -0.080
H 1.704 0.698 -0.151
C 2.889 -1.045 -0.650
C -0.920 0.018 0.595
S -0.277 -0.162 -0.012
H 0.309 0.712 -1.092
H 1.195 -0.486 -0.672



Record 3
The molecule C23H26N2O6S. Source: OMol25; level of theory: the ωB97M-V functional and the def2-TZVPD basis.

Gap between HOMO and LUMO ... 8.5 eV
LUMO energy ... 0.34 eV
Energy above the lowest of the compared OMol25 structures with the same formula, charge and spin ... 308.9 kJ/mol
SMILES ... COc1ccc(S(=O)(=O)N2CCOCC2)cc1NC(=O)Cc1coc2cc(C)c(C)cc12
Max |F| ... 1.152 eV/Å

Atoms and positions in Å:
H  -1.331  3.774  1.642
H  0.883  3.457  0.082
C  -4.977  -0.495  0.599
H  -1.857  -1.123  -2.670
C  1.392  -2.891  1.563
H  -4.449  -3.339  -0.836
H  -5.471  -2.395  -1.913
C  4.586  0.648  -0.141
C  -5.129  -2.490  -0.883
H  2.358  -3.840  -0.814
O  4.903  -2.258  0.434
H  1.487  -3.985  1.621
H  0.695  -1.281  -1.129
C  -2.692  2.219  1.125
H  -3.423  -1.904  -2.919
C  2.218  -2.755  -0.710
C  -3.647  2.419  2.066
H  5.517  0.140  -0.330
C  3.599  0.005  0.569
H  -1.657  0.603  -1.123
C  -2.665  -1.658  -2.177
H  -3.743  3.175  2.822
C  0.799  -2.377  -1.149
C  -1.426  2.976  0.903
H  -1.417  3.421  -0.095
C  -4.437  -1.239  -0.436
C  4.362  1.939  -0.605
C  -0.237  2.028  1.044
H  1.639  0.091  1.397
C  2.133  1.885  0.340
O  3.825  -1.689  2.585
C  -2.578  0.302  -0.646
H  3.315  5.525  -1.721
O  2.814  3.817  -0.812
H  -5.990  -2.697  -0.254
N  0.907  2.532  0.490
C  -4.301  0.641  1.012
H  1.574  -2.462  2.548
C  -3.240  -0.835  -1.065
O  -0.310  0.949  1.582
C  -3.099  1.045  0.408
H  4.674  4.735  -0.884
H  -2.261  -2.589  -1.779
O  -0.160  -2.962  -0.302
H  0.590  -2.749  -2.153
N  2.381  -2.353  0.662
H  4.077  4.084  -2.438
C  -0.002  -2.528  1.036
C  3.145  2.562  -0.378
H  5.143  2.442  -1.151
H  2.972  -2.240  -1.305
O  -4.634  1.493  2.013
C  3.787  4.568  -1.501
C  2.386  0.614  0.826
H  -0.165  -1.444  1.097
H  -5.893  -0.794  1.083
S  3.804  -1.677  1.153
H  -0.775  -3.040  1.610

Forces on the atoms, in the same order (eV/Å):
H 0.075 0.051 -0.064
H -0.155 -0.140 0.062
C -0.038 0.215 0.235
H 0.068 0.012 -0.062
C -0.403 -0.042 0.359
H -0.008 -0.134 -0.036
H -0.041 -0.080 -0.082
C 0.065 -0.212 0.087
C 0.011 0.053 -0.006
H 0.043 0.113 -0.014
O -0.195 0.183 -0.151
H -0.001 0.108 0.035
H 0.020 -0.033 -0.046
C -0.230 0.252 0.392
H -0.007 -0.043 -0.118
C -0.220 0.055 -0.521
C 0.708 0.230 -0.446
H 0.141 -0.016 -0.077
C 0.275 -0.433 0.003
H 0.134 -0.012 -0.096
C -0.035 -0.056 0.054
H -0.064 0.063 0.137
C 0.344 -0.002 -0.103
C -0.334 -0.275 0.183
H 0.060 0.072 0.043
C -0.021 0.114 0.110
C -0.121 0.219 -0.021
C 0.053 0.444 -0.138
H -0.131 0.066 -0.030
C 0.261 -0.220 0.011
O -0.295 0.086 0.039
C -0.138 0.044 0.164
H 0.088 -0.060 -0.011
O -0.237 -0.459 0.292
H -0.058 -0.057 0.015
N 0.185 0.403 -0.168
C 0.800 -0.157 -0.813
H -0.170 -0.105 0.072
C 0.077 0.082 -0.059
O -0.029 -0.147 0.127
C -0.714 -0.213 0.278
H -0.034 -0.028 -0.015
H 0.044 -0.117 -0.063
O -0.107 -0.209 -0.057
H 0.065 0.081 0.019
N 0.874 0.254 0.376
H -0.011 0.000 0.049
C 0.196 0.016 0.277
C -0.015 -0.095 0.060
H 0.040 0.070 -0.063
H -0.083 -0.078 -0.208
O -0.439 -0.148 0.252
C 0.159 0.194 -0.155
C -0.151 0.196 0.068
H 0.017 -0.075 0.025
H -0.125 -0.078 0.046
S -0.257 -0.017 -0.297
H 0.068 0.064 0.050